[1]
{"formula": "C52H58IN10", "method": "wB97M-V/def2-TZVPD", "largest_force_ev_per_a": 2.13, "homo_energy_ev": -11.14, "orbital_gap_ev": 8.2, "total_energy_ev": -77858.7506, "total_charge": 1, "species": ["I", "C", "C", "C", "C", "C", "C", "C", "N", "H", "H", "H", "H", "H", "H", "H", "H", "H", "H", "H", "H", "H", "N", "C", "C", "C", "C", "C", "H", "H", "H", "H", "H", "N", "C", "C", "C", "C", "C", "H", "H", "H", "H", "H", "N", "C", "C", "C", "C", "C", "H", "H", "H", "H", "H", "N", "C", "C", "C", "C", "C", "H", "H", "H", "H", "H", "N", "C", "C", "C", "C", "C", "H", "H", "H", "H", "H", "N", "C", "C", "C", "C", "C", "H", "H", "H", "H", "H", "N", "C", "C", "C", "C", "C", "H", "H", "H", "H", "H", "N", "C", "C", "C", "C", "C", "H", "H", "H", "H", "H", "N", "C", "C", "C", "C", "C", "H", "H", "H", "H", "H"], "coordinates": [[3.8864, -1.4026, 2.2033], [3.8267, -0.7314, 0.1392], [3.5850, 0.8096, -0.0288], [2.2086, 1.3630, 0.5256], [0.9808, 0.4050, 0.4005], [-0.4858, 0.9533, 0.6811], [-1.1657, -0.4830, 0.5908], [-0.4580, -0.8959, -0.7581], [0.7200, -0.3513, -0.8396], [3.1324, -1.3287, -0.4964], [4.8421, -0.9350, -0.2736], [4.3884, 1.3649, 0.5052], [3.6207, 1.0316, -1.1164], [2.3193, 1.5775, 1.6149], [1.9369, 2.3310, 0.0459], [1.1516, -0.4108, 1.1438], [-0.6476, 1.5647, 1.6026], [-0.7469, 1.4041, -0.3072], [-0.8527, -1.1474, 1.4345], [-2.2728, -0.4624, 0.5589], [-0.9529, -1.5325, -1.5136], [1.3620, -0.4481, -1.6458], [2.0424, 0.6882, -3.4398], [0.9515, 1.2709, -3.9560], [0.9801, 2.1535, -5.0190], [2.2081, 2.4592, -5.5846], [3.3535, 1.8711, -5.0677], [3.2181, 0.9975, -4.0033], [0.0129, 1.0059, -3.4809], [0.0672, 2.5886, -5.3917], [2.2726, 3.1476, -6.4182], [4.3289, 2.0860, -5.4824], [4.0841, 0.5106, -3.5672], [-1.9436, 3.2125, -4.3120], [-2.5620, 3.4830, -3.1558], [-3.4172, 4.5558, -2.9684], [-3.6465, 5.4047, -4.0395], [-3.0174, 5.1483, -5.2480], [-2.1827, 4.0462, -5.3314], [-2.3500, 2.7927, -2.3457], [-3.8920, 4.7226, -2.0115], [-4.3082, 6.2558, -3.9337], [-3.1715, 5.7888, -6.1060], [-1.6716, 3.8042, -6.2578], [-2.4655, -3.5071, 1.1730], [-3.8026, -3.5541, 1.1564], [-4.5399, -4.1682, 0.1562], [-3.8560, -4.7672, -0.8915], [-2.4700, -4.7318, -0.8987], [-1.8303, -4.0945, 0.1511], [-4.2932, -3.0707, 1.9942], [-5.6211, -4.1776, 0.1965], [-4.3968, -5.2570, -1.6923], [-1.8973, -5.1898, -1.7000], [-0.7483, -4.0451, 0.1914], [-1.5091, -6.0073, -3.6877], [-2.4789, -6.0905, -4.6062], [-2.2571, -6.4102, -5.9352], [-0.9550, -6.6555, -6.3421], [0.0676, -6.5739, -5.4098], [-0.2606, -6.2501, -4.1036], [-3.4802, -5.8874, -4.2418], [-3.0813, -6.4657, -6.6335], [-0.7397, -6.9076, -7.3733], [1.0959, -6.7583, -5.6900], [0.5041, -6.1781, -3.3366], [1.5755, -5.9197, -0.5333], [2.5305, -6.8421, -0.6970], [3.7610, -6.8007, -0.0596], [4.0222, -5.7412, 0.7953], [3.0480, -4.7726, 0.9802], [1.8520, -4.9102, 0.2984], [2.2819, -7.6493, -1.3771], [4.4951, -7.5770, -0.2288], [4.9724, -5.6712, 1.3112], [3.2091, -3.9262, 1.6369], [1.0610, -4.1778, 0.4153], [-6.2490, 4.0012, -1.3769], [-6.8285, 3.8312, -0.1828], [-7.7956, 2.8738, 0.0764], [-8.1913, 2.0439, -0.9607], [-7.6071, 2.2013, -2.2077], [-6.6462, 3.1871, -2.3614], [-6.4894, 4.5056, 0.5959], [-8.2281, 2.7807, 1.0635], [-8.9459, 1.2836, -0.7992], [-7.8906, 1.5732, -3.0416], [-6.1583, 3.3460, -3.3175], [0.1168, 2.5457, 3.6518], [-0.6893, 3.4392, 4.2382], [-0.4651, 3.9601, 5.5023], [0.6530, 3.5304, 6.2011], [1.5004, 2.6040, 5.6133], [1.1841, 2.1511, 4.3448], [-1.5512, 3.7419, 3.6535], [-1.1465, 4.6833, 5.9297], [0.8615, 3.9144, 7.1927], [2.3821, 2.2441, 6.1261], [1.8045, 1.4307, 3.8304], [6.8820, 0.1487, -0.9779], [7.1373, 0.4258, 0.3062], [8.2268, 1.1655, 0.7338], [9.1088, 1.6455, -0.2217], [8.8672, 1.3700, -1.5587], [7.7463, 0.6236, -1.8820], [6.4200, 0.0253, 1.0169], [8.3816, 1.3605, 1.7865], [9.9740, 2.2271, 0.0718], [9.5334, 1.7269, -2.3324], [7.5140, 0.3854, -2.9142], [-0.7640, 4.2892, 10.1022], [-1.8811, 4.3147, 9.3671], [-2.7421, 3.2374, 9.2342], [-2.4291, 2.0617, 9.8983], [-1.2760, 2.0101, 10.6653], [-0.4837, 3.1447, 10.7349], [-2.0817, 5.2550, 8.8646], [-3.6341, 3.3163, 8.6269], [-3.0760, 1.1964, 9.8193], [-0.9982, 1.1103, 11.1978], [0.4260, 3.1539, 11.3250]], "mulliken_charge": [-0.07, -1.22, -0.29, -0.38, -0.12, -0.27, -0.63, -0.28, 0.44, 0.51, 0.55, 0.49, 0.11, 0.02, 0.35, -0.13, 0.20, 0.21, 0.34, 0.42, 0.60, 0.35, -0.29, -0.40, -0.18, -0.20, -0.66, -0.44, 0.47, 0.26, 0.41, 0.39, 0.58, -0.28, -0.09, -0.68, -0.23, -0.58, -0.13, 0.43, 0.42, 0.42, 0.38, 0.32, -0.44, -0.46, -0.38, -0.46, -0.27, 0.18, 0.38, 0.41, 0.36, 0.84, 0.26, -0.29, -0.14, -0.65, -0.18, -0.62, -0.07, 0.29, 0.37, 0.39, 0.37, 0.32, -0.29, -0.26, -0.48, -0.35, -0.39, -0.20, 0.36, 0.37, 0.41, 0.12, 0.45, -0.30, -0.22, -0.46, -0.15, -0.62, -0.07, 0.37, 0.36, 0.38, 0.35, 0.37, -0.21, -0.13, -0.71, -0.03, -1.04, 0.11, 0.40, 0.39, 0.43, 0.37, 0.37, -0.21, 0.25, -0.84, -0.15, -0.52, -0.24, 0.18, 0.37, 0.39, 0.37, 0.38, -0.58, -0.27, -0.31, -0.22, -0.35, -0.21, 0.46, 0.37, 0.37, 0.37, 0.38]}



[2]
{"formula": "C52H60O2S2", "method": "wB97M-V/def2-TZVPD", "largest_force_ev_per_a": 12.34, "homo_energy_ev": -7.84, "orbital_gap_ev": 8.1, "total_energy_ev": -80637.9786, "relative_energy_ev": 3.421, "species": ["C", "S", "O", "C", "H", "H", "H", "H", "H", "H", "C", "S", "O", "C", "H", "H", "H", "H", "H", "H", "C", "C", "C", "C", "C", "C", "H", "H", "H", "H", "H", "H", "C", "C", "C", "C", "C", "C", "H", "H", "H", "H", "H", "H", "C", "C", "C", "C", "C", "C", "H", "H", "H", "H", "H", "H", "C", "C", "C", "C", "C", "C", "H", "H", "H", "H", "H", "H", "C", "C", "C", "C", "C", "C", "H", "H", "H", "H", "H", "H", "C", "C", "C", "C", "C", "C", "H", "H", "H", "H", "H", "H", "C", "C", "C", "C", "C", "C", "H", "H", "H", "H", "H", "H", "C", "C", "C", "C", "C", "C", "H", "H", "H", "H", "H", "H"], "coordinates": [[1.8180, -0.6190, 0.2534], [0.6620, 0.1330, -0.8626], [-0.4530, -0.9290, -1.0266], [0.0640, 1.3100, 0.3664], [2.8060, -0.0590, 0.3714], [2.0870, -1.3470, -0.5586], [1.5500, -1.0090, 1.3124], [-0.1770, 0.7430, 1.2334], [-0.9270, 1.7520, -0.0676], [0.7220, 1.9640, 0.9214], [-2.9160, 6.0430, -2.9836], [-2.1130, 4.5110, -3.5576], [-0.8260, 4.8990, -4.2746], [-1.5250, 3.9110, -1.9796], [-3.6970, 5.9100, -2.3096], [-3.1060, 6.5410, -3.8606], [-2.0990, 6.6870, -2.4656], [-0.6510, 3.4990, -2.0406], [-2.0750, 3.1940, -1.5306], [-1.0320, 4.6850, -1.3076], [8.1720, -2.8560, 1.2174], [7.6000, -2.1950, 2.4634], [6.2300, -1.9190, 2.5314], [5.3990, -2.3740, 1.4554], [5.9270, -2.9550, 0.2484], [7.4470, -3.1550, 0.0434], [9.1560, -2.9840, 1.3654], [8.2390, -1.9540, 3.1134], [5.9210, -1.5170, 3.5174], [4.3840, -2.1940, 1.3654], [5.1970, -3.0950, -0.6386], [7.9490, -3.5670, -0.8626], [1.8900, -2.4480, -4.3856], [1.1220, -1.2850, -4.9716], [1.0540, -1.2330, -6.4156], [2.0310, -2.0830, -7.1066], [2.8220, -3.0460, -6.4846], [2.7360, -3.2860, -5.0366], [2.0470, -2.5980, -3.2596], [0.7830, -0.6320, -4.3476], [0.4520, -0.4320, -7.0146], [2.0080, -2.1330, -8.1306], [3.5410, -3.7710, -7.1586], [3.3760, -4.1810, -4.5286], [4.0470, 0.2650, -4.4036], [5.1030, -0.6360, -5.0236], [5.9740, -1.3620, -4.2156], [5.9710, -1.2420, -2.8326], [4.9760, -0.4450, -2.1796], [3.9390, 0.3770, -2.9566], [3.2790, 0.7980, -4.9996], [5.1670, -0.6220, -6.1266], [6.7660, -1.8390, -4.7636], [6.3970, -1.6860, -1.9586], [4.9440, -0.0580, -1.2036], [3.0570, 1.0340, -2.6206], [-2.8120, -3.5420, 1.5564], [-3.0710, -4.5420, 2.7744], [-2.7250, -3.8490, 4.0604], [-2.2550, -2.5020, 4.1604], [-2.0860, -1.7600, 3.0054], [-2.3060, -2.3450, 1.6434], [-3.0620, -3.7830, 0.5244], [-3.3840, -5.4970, 2.6394], [-2.9710, -4.4500, 4.9454], [-2.0530, -2.2080, 5.1274], [-1.9010, -0.7400, 3.2834], [-1.9770, -1.4050, 0.9214], [-5.6660, 5.3560, 2.2214], [-6.0720, 3.8000, 2.0444], [-5.2270, 2.9660, 1.4124], [-4.1740, 3.5660, 0.6634], [-3.8090, 4.8630, 0.6604], [-4.5460, 5.8990, 1.4604], [-6.3460, 6.0000, 2.7644], [-6.9120, 3.2930, 2.7474], [-5.4180, 2.0880, 1.4544], [-3.6850, 2.8080, 0.0304], [-3.0200, 5.1800, 0.2144], [-4.1870, 6.7960, 1.4964], [-0.0340, 4.9420, 5.8454], [0.9750, 4.1670, 4.9084], [0.3890, 3.7260, 3.6284], [-0.9850, 4.1510, 3.3074], [-1.8290, 4.7930, 4.2314], [-1.3610, 5.1790, 5.6224], [0.1890, 5.1800, 6.8774], [2.0430, 3.9850, 5.4714], [0.9710, 3.0150, 2.9864], [-1.1920, 3.7310, 2.4484], [-2.8820, 5.0260, 3.9434], [-1.9810, 5.5810, 6.4824], [-1.8940, -4.1050, -3.6266], [-2.1730, -5.4240, -4.4206], [-2.4320, -6.6040, -3.7406], [-2.3610, -6.6520, -2.3316], [-1.9120, -5.5690, -1.5646], [-1.6860, -4.1990, -2.2806], [-1.9160, -3.0820, -4.2546], [-2.2960, -5.4850, -5.4276], [-2.7930, -7.5420, -4.2196], [-2.6110, -7.5810, -1.8556], [-1.8570, -5.4780, -0.4206], [-1.3000, -3.3680, -1.5506], [-3.8800, 0.6250, 3.1614], [-2.7810, 1.6140, 2.9714], [-1.6170, 1.4650, 3.8864], [-1.5230, 0.5040, 4.7504], [-2.6230, -0.3650, 5.1624], [-3.8300, -0.3030, 4.1954], [-4.6450, 0.9290, 2.5484], [-2.9080, 2.3710, 2.4064], [-0.8700, 2.1680, 3.7484], [-0.6610, 0.3600, 5.4114], [-2.5640, -1.0760, 6.0574], [-4.7230, -1.1760, 4.4964]], "mulliken_charge": [-0.96, 0.70, -0.56, -0.54, 0.38, 0.27, 0.35, -0.14, -0.13, 0.57, -0.92, 0.45, -0.64, -1.37, 0.30, 0.43, 0.26, 0.78, 0.34, 0.37, -0.51, -0.61, -0.44, -0.48, -0.26, -0.46, 0.43, 0.62, 0.30, 0.55, 0.50, 0.39, 0.15, -0.65, -0.83, -0.44, -0.17, -0.39, 0.13, 1.00, 0.28, 0.51, 0.19, 0.25, -0.44, -0.37, -0.74, -0.52, -0.19, -0.08, 0.39, 0.38, 0.40, 0.33, 0.52, 0.30, -0.55, -1.13, -0.61, -0.83, 0.85, -0.43, 0.66, 0.59, 0.32, 0.56, 0.29, 0.06, -0.60, -0.61, -1.58, 0.04, -0.64, -1.12, 0.41, 0.21, 1.96, 0.13, 1.10, 0.71, -0.27, -0.74, -0.16, -1.12, 0.33, -0.74, 0.31, 0.24, 0.23, 1.22, 0.27, 0.32, -0.14, -0.44, -0.38, -0.28, -0.60, 0.01, 0.22, 0.47, 0.30, 0.35, 0.35, 0.17, -0.17, 0.43, 1.28, -1.41, -0.50, -0.93, 0.49, 0.34, -0.36, 0.39, 0.71, 0.08]}